[1]
Formula: C12H17N
Source: the OMol25 dataset
Level of theory: ωB97M-V with the def2-TZVPD basis set

Cartesian coordinates (Å):
C  2.1238  -0.7861  -1.6961
C  1.1241  -1.4235  -0.8591
C  0.2176  -2.3177  -1.4735
N  -0.6996  -2.6422  -0.3995
C  -0.1972  -2.1709  0.8103
C  -0.7536  -2.3054  2.0998
C  -0.3646  -1.3612  2.9737
C  0.7192  -0.4635  2.7934
C  1.3057  -0.3235  1.6020
C  0.9506  -1.2731  0.5803
H  3.0395  -1.3682  -1.4309
H  2.1240  0.2095  -1.2472
H  1.9824  -0.5933  -2.7758
H  -0.0111  -2.5707  -2.4624
H  -1.3297  -3.3407  -0.5310
H  -1.6784  -2.9538  2.3615
H  -0.9186  -1.1975  3.8813
H  0.7972  0.1871  3.6132
H  2.2980  0.3213  1.4029
C  -1.3782  3.3320  -1.8587
C  -0.5382  2.3147  -1.0222
C  -0.9359  1.7590  0.3312
H  -2.0017  2.7977  -2.6124
H  -0.6151  4.0176  -2.1995
H  -2.2269  3.7528  -1.2092
H  -0.5063  1.4005  -1.5691
H  0.5022  2.7528  -1.0094
H  -1.7007  0.9187  0.0197
H  -0.0625  1.1005  0.7087
H  -1.2660  2.2271  1.1781

Results
HOMO in eV: -7.797
SMILES: Cc1c[nH]c2ccccc12.CCC
Energy above the lowest of the compared OMol25 structures with the same formula, charge and spin in kcal per mole: 75.0
LUMO in eV: 0.9
Kohn-Sham gap in eV: 8.740
Total charge: 0



[2]
Formula: C12H17N2O
Source: the OMol25 dataset
Level of theory: ωB97M-V with the def2-TZVPD basis set

Cartesian coordinates (Å):
C  -1.9665  1.8205  -0.5050
C  -0.7427  1.3646  0.2920
C  -1.1689  1.1298  1.7770
C  -0.0143  0.1671  -0.3145
C  -0.9753  -1.0404  -0.4899
N  -2.0346  -1.0955  -1.2011
N  -0.7056  -2.1356  0.2152
O  -1.3261  -3.3287  0.1221
C  0.6301  0.4062  -1.7997
C  1.9449  -0.0935  -1.0862
C  3.2589  -0.3388  -1.3602
C  3.9563  -0.9507  -0.3297
C  3.3433  -1.1808  0.8885
C  2.0558  -0.8509  1.2628
C  1.3462  -0.3136  0.1935
H  -2.8180  1.0595  -0.3495
H  -1.6985  1.9926  -1.5410
H  -2.1715  2.7546  -0.0383
H  -0.0272  2.1830  0.2789
H  -2.0014  0.4231  1.7722
H  -1.6061  2.1469  2.0697
H  -0.4098  0.8569  2.5840
H  -2.3469  -0.2811  -1.7184
H  -2.5963  -1.9904  -1.2415
H  0.2897  -2.2838  0.6491
H  -1.4553  -3.8692  0.9783
H  0.6910  1.3898  -2.0894
H  0.2238  -0.3815  -2.3513
H  3.6467  -0.0606  -2.3678
H  4.9178  -1.3195  -0.6058
H  3.8505  -1.5469  1.7540
H  1.7669  -1.1072  2.2970

Results
HOMO in eV: -12.469
SMILES: CC(C)[C@@]1(/C(N)=[NH+]/O)Cc2ccccc21
Energy above the lowest of the compared OMol25 structures with the same formula, charge and spin in kcal per mole: 104.2
LUMO in eV: -2.9
Kohn-Sham gap in eV: 9.611
Total charge: +1



[3]
Formula: C12H17N3O4PPdSTe
Source: the OMol25 dataset
Level of theory: ωB97M-V with the def2-TZVPD basis set

Cartesian coordinates (Å):
Pd  0.5075  0.9170  -1.2861
N  -3.4476  0.9389  -2.9841
C  -2.1451  0.7000  -2.5831
S  -1.1931  2.0978  -2.1542
N  -1.7293  -0.5148  -2.6037
N  -0.3721  -0.5973  -2.1963
C  0.1996  -1.6800  -2.5893
C  1.5295  -2.1295  -2.3065
C  1.8244  -3.4676  -2.6364
C  3.0507  -4.0259  -2.3852
C  4.0327  -3.2145  -1.7806
C  3.7853  -1.9081  -1.4629
C  2.5243  -1.2916  -1.7329
O  2.3639  -0.0449  -1.4982
H  -3.8491  1.7916  -2.6366
H  -4.0456  0.1294  -2.9718
H  -0.4415  -2.3480  -3.1606
H  1.0404  -4.0624  -3.0954
H  3.2554  -5.0566  -2.6409
H  5.0060  -3.6379  -1.5554
H  4.5384  -1.2830  -1.0000
C  -2.9546  -0.3334  0.9255
C  -2.2969  0.6254  1.8931
O  -1.3281  1.4080  1.1743
P  0.2208  1.1591  1.4575
O  0.6490  -0.2526  1.3701
Te  1.4235  2.8252  0.2054
O  0.3321  1.5684  3.0399
C  -0.0843  2.8533  3.4854
C  0.5661  3.1140  4.8241
H  -3.6263  -1.0123  1.4583
H  -2.1921  -0.9217  0.4157
H  -3.5273  0.2045  0.1683
H  -1.8244  0.0872  2.7163
H  -3.0131  1.3325  2.3150
H  -1.1770  2.8730  3.5652
H  0.1989  3.6183  2.7568
H  0.2846  2.3458  5.5461
H  0.2626  4.0867  5.2194
H  1.6519  3.1060  4.7239

Results
HOMO in eV: -4.396
Energy above the lowest of the compared OMol25 structures with the same formula, charge and spin in kcal per mole: 12.6
LUMO in eV: 2.7
Kohn-Sham gap in eV: 7.086
Total charge: -1



[4]
Formula: C12H17N5O
Source: the OMol25 dataset
Level of theory: ωB97M-V with the def2-TZVPD basis set

Cartesian coordinates (Å):
C  4.1493  0.4334  -1.0843
C  4.2673  -0.6274  0.0039
C  2.9197  -1.2652  0.3568
N  2.0231  -0.3191  0.9564
N  2.0836  0.0159  2.2634
N  1.1922  0.8798  2.4794
N  0.5052  1.1749  1.3812
C  1.0188  0.4324  0.4203
N  0.5950  0.3399  -0.8636
C  -0.4162  1.2864  -1.3078
C  -1.6919  1.0988  -0.5267
C  -2.3550  2.1812  0.0230
C  -3.5302  1.9817  0.7299
C  -4.0398  0.7124  0.8961
C  -3.3735  -0.3859  0.3510
O  -3.9520  -1.6010  0.5704
C  -3.2994  -2.7513  0.0952
C  -2.2033  -0.1838  -0.3673
H  5.1256  0.8604  -1.2981
H  3.4944  1.2429  -0.7671
H  3.7608  0.0018  -2.0061
H  4.9434  -1.4182  -0.3245
H  4.6817  -0.1793  0.9086
H  3.0748  -2.0659  1.0846
H  2.4389  -1.6825  -0.5332
H  1.3025  0.0979  -1.5410
H  -0.0687  2.3212  -1.1944
H  -0.5968  1.0894  -2.3691
H  -1.9518  3.1753  -0.0898
H  -4.0468  2.8252  1.1621
H  -4.9480  0.5376  1.4504
H  -3.2277  -2.7525  -0.9980
H  -3.9131  -3.5924  0.4143
H  -2.2976  -2.8518  0.5257
H  -1.6645  -1.0120  -0.8014

Results
HOMO in eV: -8.338
SMILES: CCCn1nnnc1NCc1cccc(OC)c1
Energy above the lowest of the compared OMol25 structures with the same formula, charge and spin in kcal per mole: 39.5
LUMO in eV: 0.5
Kohn-Sham gap in eV: 8.830
Total charge: 0



[5]
Formula: C12H17NO
Source: the OMol25 dataset
Level of theory: ωB97M-V with the def2-TZVPD basis set

Cartesian coordinates (Å):
C  4.3868  0.3092  0.5990
N  3.6196  -0.6050  -0.1401
C  2.2347  -0.5171  0.1050
C  1.3917  -1.5271  -0.6454
C  -0.0068  -1.5585  -0.0926
C  -0.6290  -0.1653  -0.0342
C  0.1339  0.9732  -0.0800
C  -0.4320  2.2111  -0.0797
C  -1.8156  2.3132  -0.1339
C  -2.6433  1.1406  -0.0974
C  -2.0227  -0.0623  0.0421
O  -2.7018  -1.2477  0.2494
C  -4.0840  -1.2833  0.3096
C  1.6580  0.8614  -0.2094
H  4.1986  0.4104  1.6934
H  5.4254  0.1590  0.3282
H  4.1130  1.3230  0.0661
H  3.8840  -1.5455  -0.0751
H  2.0534  -0.6170  1.2317
H  1.3701  -1.2842  -1.7160
H  1.9296  -2.4652  -0.5040
H  -0.4907  -2.2315  -0.7570
H  -0.0562  -2.0593  0.9128
H  0.2755  3.1346  0.0139
H  -2.3251  3.2614  -0.0206
H  -3.7191  1.2424  -0.2177
H  -4.4934  -0.9389  -0.6928
H  -4.5008  -2.3278  0.3501
H  -4.4948  -0.5777  1.1405
H  1.9517  0.9336  -1.3045
H  2.1264  1.6287  0.4395

Results
HOMO in eV: -8.463
SMILES: CN[C@@H]1CCc2c(cccc2OC)C1
Energy above the lowest of the compared OMol25 structures with the same formula, charge and spin in kcal per mole: 52.6
LUMO in eV: 0.9
Kohn-Sham gap in eV: 9.402
Total charge: 0



[6]
Formula: C12H17NO2
Source: the OMol25 dataset
Level of theory: ωB97M-V with the def2-TZVPD basis set

Cartesian coordinates (Å):
C  -1.0872  -3.3938  -0.3203
C  -0.7024  -2.1759  -0.4571
C  -0.4433  -0.9356  -0.5983
C  -0.4399  -0.1916  -1.8951
C  0.0783  -0.0236  0.6004
C  -0.0241  -0.6477  2.0496
O  1.3909  0.3107  0.2664
N  2.3943  -0.7404  0.4737
O  3.0061  -0.7004  1.5624
C  2.4433  -1.6328  -0.3797
C  2.7719  -2.6041  -1.2485
C  -0.7166  1.2575  0.4523
C  -2.0663  1.1686  0.4843
C  -0.0524  2.6293  0.4745
C  -1.0128  3.7555  -0.0154
H  -0.2834  -4.1632  -0.4436
H  -2.1181  -3.8537  -0.2316
H  -0.6658  -0.8378  -2.7096
H  -0.9417  0.8305  -1.8590
H  0.5663  0.0978  -1.8519
H  -0.0954  -1.6613  1.9701
H  0.9399  -0.2660  2.5264
H  -0.8499  -0.3561  2.6108
H  2.4222  -3.6147  -1.2944
H  3.5411  -2.3015  -1.9171
H  -2.7599  2.0709  0.2849
H  -2.7014  0.2330  0.5052
H  0.2694  2.9815  1.4314
H  0.7990  2.5759  -0.2140
H  -1.7895  3.8093  0.7058
H  -1.3587  3.6782  -1.0414
H  -0.5139  4.7015  0.0788

Results
HOMO in eV: -8.971
SMILES: C=C=C(C)[C@@](C)(O[N+]([O-])=C=C)C(=C)CC
Energy above the lowest of the compared OMol25 structures with the same formula, charge and spin in kcal per mole: 210.4
LUMO in eV: 0.6
Kohn-Sham gap in eV: 9.535
Total charge: 0



Q: Among the records above, which one has the highest Kohn-Sham gap?
A: C12H17N2O



Q: Look up the total charge of the first one.
A: 0



Q: The lowest LUMO belongs to which entry?
A: C12H17N2O